DFT (wB97M-V/def2-TZVPD) results for a structure of composition C33H33CsN10O.

Output
Frontier orbital gap in eV: 5.26
Total energy in hartree: -1920.262995
Relative energy (zero: lowest compared OMol25 entry of this formula, charge and spin) in kcal per mole: 3.5
HOMO level in eV: -1.499
LUMO energy in eV: 3.759
Charge: -2

```
78
Properties=species:S:1:pos:R:3:lowdin_charge:R:1
Cs 1.422 1.170 -0.342 0.826
C -3.417 -1.238 0.929 -0.229
C -3.446 -1.287 -0.593 -0.240
N -2.664 -0.201 -1.166 -0.057
C -2.369 -0.380 -2.578 -0.169
C -1.129 -1.220 -2.810 -0.258
C -0.459 -1.171 -4.020 -0.038
C 0.725 -1.881 -4.149 -0.049
C 1.193 -2.606 -3.068 -0.033
C 0.435 -2.625 -1.902 -0.257
C 0.937 -3.365 -0.684 -0.171
N 0.273 -2.956 0.540 -0.055
C -1.010 -3.586 0.793 -0.240
C -1.763 -2.818 1.875 -0.231
N -2.121 -1.447 1.553 -0.050
N -0.711 -1.964 -1.786 0.165
H -4.125 -1.973 1.327 0.102
H -3.808 -0.261 1.244 0.105
H -4.495 -1.273 -0.945 0.109
H -3.001 -2.216 -0.946 0.092
H -3.125 0.688 -1.016 0.103
H -2.199 0.595 -3.040 0.105
H -3.219 -0.834 -3.120 0.119
H -0.828 -0.551 -4.827 0.094
H 1.297 -1.817 -5.066 0.108
H 2.159 -3.093 -3.091 0.113
H 2.000 -3.126 -0.600 0.091
H 0.849 -4.453 -0.859 0.119
H 0.896 -3.092 1.324 0.090
H -0.909 -4.646 1.097 0.107
H -1.569 -3.574 -0.142 0.092
H -1.135 -2.821 2.777 0.102
H -2.673 -3.361 2.154 0.102
H -1.396 -1.030 0.975 0.094
O 0.608 5.032 2.763 -0.080
C 0.526 4.084 1.939 -0.562
N 1.152 2.929 1.955 -0.099
C 2.005 2.815 3.109 -0.231
C 2.628 1.442 3.262 -0.270
C 3.861 1.320 3.915 -0.040
C 4.421 0.074 4.100 -0.090
C 3.745 -1.041 3.625 -0.084
C 2.538 -0.827 2.983 -0.147
N 1.985 0.369 2.801 0.083
C -0.423 4.329 0.754 -0.199
C -0.867 5.631 0.527 -0.025
C -1.691 5.883 -0.554 -0.086
C -2.058 4.832 -1.381 -0.078
C -1.578 3.569 -1.075 -0.169
N -0.784 3.316 -0.036 0.039
H 1.471 3.051 4.044 0.121
H 2.832 3.544 3.099 0.112
H 4.362 2.220 4.250 0.104
H 5.382 -0.032 4.590 0.096
H 4.140 -2.043 3.716 0.093
H 1.983 -1.663 2.569 0.087
H -0.535 6.392 1.218 0.102
H -2.033 6.892 -0.756 0.094
H -2.680 4.975 -2.255 0.096
H -1.813 2.723 -1.712 0.077
N 0.480 2.040 -3.218 0.091
C 0.113 2.105 -4.314 -0.253
C -0.368 2.177 -5.636 -0.314
C 0.113 1.276 -6.606 -0.292
N 0.511 0.534 -7.402 0.095
C -1.365 3.122 -5.957 -0.283
N -2.182 3.899 -6.218 0.080
C 5.972 -2.216 -2.540 -0.166
C 5.109 -1.362 -3.220 -0.153
C 3.973 -0.857 -2.589 -0.222
C 3.599 -1.145 -1.254 -0.235
C 4.531 -1.995 -0.621 -0.226
C 5.672 -2.530 -1.221 -0.164
H 6.855 -2.620 -3.026 0.072
H 5.321 -1.091 -4.252 0.078
H 3.335 -0.214 -3.202 0.063
H 4.372 -2.280 0.425 0.050
H 6.328 -3.191 -0.657 0.071
```

DFT (wB97M-V/def2-TZVPD) results for a structure of composition C33H33F3Ge2N4OPtS in a non-equilibrium geometry.

Output
Frontier orbital gap (alpha / beta) in eV: 6.56 / 4.78
Total energy in hartree: -6542.235130
Relative energy (zero: lowest compared OMol25 entry of this formula, charge and spin) in kcal per mole: 7.2
Spin multiplicity: 2
HOMO level (alpha / beta) in eV: -10.585 / -10.564
LUMO energy (alpha / beta) in eV: -4.023 / -5.785
Charge: +1

```
78
Properties=species:S:1:pos:R:3:mulliken_spin:R:1
Pt -0.361 0.658 0.075 0.015
N -1.098 1.706 4.397 0.000
C -1.050 1.273 3.134 -0.002
S 0.547 1.179 2.405 -0.008
N -2.161 0.944 2.548 0.003
N -2.104 0.501 1.302 -0.001
C -3.118 -0.050 0.764 0.004
C -3.068 -0.419 -0.624 0.009
C -4.102 -1.128 -1.230 0.000
C -4.007 -1.468 -2.564 0.000
C -2.899 -1.059 -3.294 0.001
C -1.911 -0.348 -2.641 0.004
N -1.979 -0.069 -1.344 -0.001
H -0.259 1.989 4.870 0.000
H -1.989 1.847 4.845 0.000
H -3.993 -0.250 1.374 -0.001
H -4.960 -1.399 -0.630 0.000
H -4.791 -2.039 -3.043 0.000
H -2.811 -1.270 -4.350 0.000
H -1.034 0.017 -3.162 0.002
F 0.811 9.938 -1.764 0.000
C 1.432 9.233 -0.809 0.001
F 1.276 9.904 0.347 0.000
F 2.749 9.259 -1.092 0.000
C 0.924 7.823 -0.701 -0.002
C 1.437 7.018 0.309 0.000
C 1.007 5.710 0.420 0.000
C 0.060 5.199 -0.476 0.006
C -0.456 6.023 -1.475 -0.001
C -0.020 7.334 -1.587 0.001
C -0.288 3.812 -0.380 0.015
C -0.509 2.626 -0.293 0.035
H 2.173 7.411 0.997 0.000
H 1.399 5.065 1.196 0.000
H -1.186 5.629 -2.168 0.000
H -0.413 7.970 -2.367 0.000
C 2.491 1.564 -0.509 -0.005
C 1.327 0.779 -1.034 0.022
O 1.318 0.188 -2.084 -0.004
H 3.402 1.287 -1.039 0.000
H 2.604 1.421 0.564 -0.001
H 2.277 2.622 -0.673 0.000
C 1.742 -4.552 -0.894 0.080
Ge 1.605 -2.735 -1.659 0.322
C 3.439 -2.072 -1.835 0.005
C 0.711 -2.686 -3.409 0.053
Ge 0.146 -1.744 0.456 0.272
C 1.405 -2.444 1.775 0.054
C 1.093 -3.545 2.574 0.037
C 1.998 -3.997 3.524 -0.017
C 3.229 -3.371 3.668 0.042
C 3.555 -2.280 2.871 -0.020
C 2.647 -1.821 1.932 0.033
C -1.412 -2.950 0.513 0.058
C -2.178 -2.999 1.680 0.016
C -3.286 -3.831 1.764 0.002
C -3.650 -4.615 0.676 0.001
C -2.904 -4.566 -0.494 0.005
C -1.797 -3.732 -0.575 -0.010
H 2.107 -5.221 -1.677 0.014
H 0.797 -4.935 -0.515 -0.004
H 2.465 -4.530 -0.081 -0.004
H 3.937 -2.820 -2.459 0.011
H 3.965 -2.016 -0.884 -0.003
H 3.478 -1.114 -2.344 -0.001
H 1.010 -3.592 -3.939 0.013
H 1.057 -1.813 -3.958 0.000
H -0.374 -2.658 -3.343 -0.009
H 0.142 -4.049 2.459 -0.001
H 1.740 -4.841 4.150 0.000
H 3.938 -3.737 4.399 0.002
H 4.513 -1.790 2.985 0.000
H 2.902 -0.967 1.312 -0.001
H -1.899 -2.392 2.536 -0.008
H -3.864 -3.873 2.678 0.000
H -4.516 -5.259 0.738 0.000
H -3.187 -5.177 -1.342 0.000
H -1.221 -3.706 -1.493 -0.035
```

> relative energy (zero: lowest compared OMol25 entry of this formula, charge and spin) of number 1 (C33H33CsN10O)?

3.5 kcal per mole

> Which value of relative energy (zero: lowest compared OMol25 entry of this formula, charge and spin) does entry 2 give?

7.2 kcal per mole

> Among the records above, which one has the lowest total energy?

C33H33F3Ge2N4OPtS